Record 1
Here is a structure of composition C22H34N2O3P2S2Zr in a non-equilibrium geometry from the OMol25 dataset. Energies are from the ωB97M-V functional and the def2-TZVPD basis.

CARTESIAN COORDINATES (ANGSTROEM)
1 Zr 0.47550 0.56824 -0.29668
2 P 2.43560 0.14132 -2.36149
3 P -2.46120 1.49568 -0.25284
4 N -0.49062 -0.00414 -1.88784
5 H 2.93854 -3.01736 2.17147
6 C 2.44704 -1.69857 -2.42022
7 H 3.42009 -2.05717 -2.78383
8 H 1.65409 -2.03781 -3.09767
9 H 2.24238 -2.11089 -1.42489
10 C 4.20349 0.52090 -2.13309
11 H 4.79852 0.00629 -2.90143
12 H 4.53991 0.22150 -1.13303
13 H 4.33235 1.60690 -2.23656
14 C 2.23948 0.49400 -4.14708
15 H 3.19723 0.34695 -4.66728
16 H 1.91685 1.53558 -4.26284
17 H 1.47351 -0.15846 -4.58646
18 C -3.49202 0.16312 0.48615
19 H -4.53952 0.49214 0.51109
20 H -3.15319 -0.07563 1.49957
21 H -3.40178 -0.73146 -0.14208
22 C -2.89973 2.88232 0.85247
23 H -3.97250 2.84507 1.08322
24 H -2.66909 3.81887 0.33036
25 H -2.32199 2.84355 1.78449
26 C -3.53600 1.87205 -1.68780
27 H -4.58324 1.95069 -1.36457
28 H -3.43971 1.07602 -2.43460
29 H -3.21160 2.81642 -2.13926
30 C -0.97560 0.10011 -3.13605
31 C -1.79036 -0.89652 -5.20496
32 C -1.40692 -1.04072 -3.88077
33 C -1.00412 1.38313 -3.78333
34 C -1.39245 1.49610 -5.10469
35 C -1.78664 0.36233 -5.82583
36 H -2.10320 -1.77525 -5.76770
37 H -1.39587 -2.00440 -3.36365
38 H -0.67756 2.25460 -3.19885
39 H -1.38884 2.48219 -5.57215
40 H -2.09313 0.46383 -6.86472
41 C 2.50471 -1.53390 1.40587
42 O 1.67426 -0.77666 0.48776
43 C 3.94231 -1.52362 0.91081
44 H 4.55730 -2.15331 1.56167
45 H 4.33658 -0.50215 0.93446
46 H 3.99303 -1.93797 -0.10187
47 C 2.36495 -0.96503 2.81619
48 H 1.33458 -1.07212 3.17114
49 H 2.60868 0.10151 2.81530
50 H 3.03547 -1.49041 3.50971
51 O -1.38422 2.81874 3.87453
52 S -0.25303 2.24668 4.60874
53 O 1.01325 2.08701 3.88277
54 N -0.57460 0.45820 1.58269
55 C -0.80057 0.09979 2.68275
56 S 1.84932 -3.29078 1.40244
57 C -1.00651 -0.37460 3.97254
58 C -1.37521 -1.71574 4.24562
59 C -1.52560 -2.13020 5.56562
60 C -1.28635 -1.23876 6.62030
61 C -0.90630 0.08725 6.35456
62 C -0.79777 0.51520 5.04920
63 H -1.51757 -2.39860 3.40203
64 H -1.81402 -3.16110 5.77374
65 H -1.39850 -1.57206 7.65448
66 H -0.70191 0.79114 7.16239

- E: -2720.01894 Eh
- HOMO-LUMO gap: 5.71 eV
- Largest force on an atom: 4.7 eV Å⁻¹
- Energy above the lowest of the compared OMol25 structures with the same formula, charge and spin: 0.0 kcal per mole

Record 2
Here is a structure of composition C22H34N8OSbSe4V in a non-equilibrium geometry from the OMol25 dataset. Energies are from the ωB97M-V functional and the def2-TZVPD basis.

CARTESIAN COORDINATES (ANGSTROEM)
1 V -0.78319 1.02280 0.02205
2 C 2.02821 3.11608 2.11707
3 N 1.03436 2.06938 2.37542
4 C -0.32347 2.55973 2.31165
5 C 1.29960 0.79436 1.94511
6 N 0.38566 0.13905 1.25705
7 C 0.32752 -1.24161 1.00621
8 C 0.67888 -2.22533 1.92659
9 C 0.47298 -3.56463 1.62565
10 C -0.08909 -3.93385 0.41327
11 C -0.42536 -2.96693 -0.52446
12 C -0.21275 -1.62075 -0.25028
13 N -0.55343 -0.59047 -1.14636
14 C -0.12210 -0.57315 -2.40945
15 N 0.85505 -1.37671 -2.88130
16 C 2.01897 -1.75325 -2.09216
17 C 0.99347 -1.70138 -4.29053
18 N -0.75635 0.21991 -3.31340
19 C 0.01898 1.04557 -4.25470
20 C -2.02023 0.82262 -2.95466
21 N 2.49747 0.23909 2.29087
22 C 3.37590 -0.24271 1.22670
23 C 3.17910 0.66557 3.50039
24 H 2.07568 3.79026 2.97605
25 H 1.75193 3.68597 1.22832
26 H 3.01230 2.70330 1.92115
27 H -0.37114 3.50523 2.85175
28 H -1.01287 1.85700 2.77985
29 H -0.69011 2.79602 1.28245
30 H 1.09899 -1.92764 2.87775
31 H 0.74469 -4.32342 2.34884
32 H -0.26208 -4.97954 0.19196
33 H -0.85603 -3.24398 -1.47842
34 H 2.07388 -1.14266 -1.20185
35 H 2.91239 -1.54537 -2.67865
36 H 1.98478 -2.80538 -1.79116
37 H 0.06798 -1.50219 -4.82332
38 H 1.22450 -2.76797 -4.36160
39 H 1.81676 -1.14173 -4.74294
40 H 1.08134 0.81491 -4.21199
41 H -0.09030 2.09887 -3.98945
42 H -0.35063 0.89561 -5.27216
43 H -2.64560 0.12097 -2.40286
44 H -2.53474 1.11038 -3.87235
45 H -1.88104 1.74404 -2.36960
46 H 2.81129 -0.33808 0.30549
47 H 3.79264 -1.22017 1.48497
48 H 4.18568 0.46991 1.04387
49 H 2.46817 1.13656 4.17490
50 H 3.99339 1.36558 3.29301
51 H 3.59736 -0.22043 3.98562
52 N -3.18205 -2.54176 2.80039
53 C -4.24211 -1.67733 2.68085
54 O -5.26520 -1.84617 3.31989
55 C -4.04376 -0.52287 1.77841
56 C -5.14814 0.21287 1.28317
57 C -4.90469 1.29811 0.45341
58 C -3.60632 1.62311 0.10783
59 N -2.53345 0.93451 0.60139
60 C -2.78189 -0.09241 1.44151
61 H -3.36002 -3.36930 3.34461
62 H -2.48610 -2.63356 2.07611
63 H -6.15058 -0.07247 1.56831
64 H -5.71461 1.89217 0.05314
65 H -3.39063 2.45048 -0.55762
66 H -1.92002 -0.57042 1.88769
67 Se 2.42768 4.37848 -3.65865
68 Sb 2.99658 2.65297 -2.04766
69 Se 0.86344 1.94016 -0.88644
70 Se 3.90892 0.74990 -3.29580
71 Se 4.65358 3.35410 -0.40091

- E: -12162.06585 Eh
- Expectation value of S²: 3.804
- HOMO-LUMO gap (spin up / spin down): 5.33 / 5.43 eV
- Largest force on an atom: 5.5 eV Å⁻¹
- Energy above the lowest of the compared OMol25 structures with the same formula, charge and spin: 25.2 kcal per mole
- Spin multiplicity: 4
- Total charge: -1